1.
# C5H8N2

2 unconnected molecules or ions with the total composition C5H8N2 (ωB97M-V with the def2-TZVPD basis set, OMol25).

```
15
C5H8N2 ωB97M-V with the def2-TZVPD basis set
N -1.491 -1.118 0.605
C -1.070 0.161 0.678
C 0.092 0.617 1.559
N -0.453 0.856 2.621
C 0.162 0.502 -1.257
C 1.219 -0.558 -1.190
C 1.376 0.908 -0.959
H -2.462 -1.352 0.762
H -0.832 -1.861 0.795
H -1.854 0.897 0.517
H -0.729 0.744 -1.821
H 1.240 -1.254 -0.339
H 1.602 -1.008 -2.113
H 2.091 1.719 -0.958
H 1.109 0.748 1.101
```

Output
DFT total energy	-304.60915	hartree
LUMO (spin up / spin down)	0.40 / 0.41	eV
HOMO energy (spin up / spin down)	-7.74 / -7.74	eV

---

2.
# C11H18N4O3S

C11H18N4O3S in the gas phase (ωB97M-V with the def2-TZVPD basis set, OMol25).

```
37
C11H18N4O3S ωB97M-V with the def2-TZVPD basis set
C 4.248 1.423 0.158
C 3.532 0.126 -0.269
N 4.166 -0.958 -0.312
C 2.062 0.218 -0.667
C 1.179 -0.900 -0.063
C 1.323 -2.218 -0.835
C 1.680 -1.191 1.320
N 2.015 -1.440 2.384
C -0.377 -0.457 0.092
N -1.180 -1.667 0.053
C -0.496 0.179 1.451
N -0.596 0.901 2.332
C -0.771 0.580 -0.979
C -2.284 0.794 -1.159
C -3.018 1.376 0.065
S -4.114 0.148 0.822
O -3.417 -0.602 1.822
O -4.810 -0.594 -0.175
O -5.215 1.054 1.600
H 3.625 2.278 -0.125
H 5.185 1.495 -0.398
H 4.414 1.419 1.237
H 5.131 -0.838 -0.011
H 1.716 1.191 -0.304
H 2.000 0.212 -1.760
H 0.944 -3.077 -0.289
H 2.396 -2.384 -0.987
H 0.877 -2.169 -1.835
H -1.744 -1.737 -0.780
H -1.726 -1.802 0.892
H -0.251 1.527 -0.821
H -0.395 0.191 -1.937
H -2.399 1.519 -1.971
H -2.757 -0.118 -1.531
H -2.363 1.788 0.835
H -3.684 2.179 -0.265
H -4.687 1.604 2.201
```

Output
DFT total energy	-1272.83148	hartree
SMILES string	[H]/N=C(\C)C[C@@](C)(C#N)[C@@](N)(C#N)CCCS(=O)(=O)O
LUMO	0.26	eV
HOMO energy	-9.90	eV

---

3.
# C4H12N5

2 unconnected molecules or ions with the total composition C4H12N5 (ωB97M-V with the def2-TZVPD basis set, OMol25).

```
21
C4H12N5 ωB97M-V with the def2-TZVPD basis set
C -1.194 -0.275 -0.023
C -0.306 -2.514 0.378
C -1.075 2.192 0.509
C 2.322 0.893 0.050
N -1.132 -1.531 0.458
N -1.046 0.720 0.865
N -1.760 -0.107 -1.264
N 0.934 -2.431 -0.032
N 2.084 -0.072 -0.741
H -0.670 -3.465 0.901
H -1.755 2.767 1.099
H -0.086 2.509 0.716
H -1.252 2.473 -0.499
H 2.854 1.846 -0.081
H 1.755 0.963 1.013
H 2.522 -0.197 -1.630
H -2.478 -0.679 -1.593
H -1.943 0.913 -1.406
H 1.364 -1.401 -0.302
H 1.405 -3.257 -0.250
H -0.541 0.654 1.831
```

Output
DFT total energy	-433.11655	hartree
charge	+1
LUMO	-3.00	eV
HOMO energy	-13.28	eV

---

4.
# C13H22F6HfN5O4S2Se

A molecular structure, C13H22F6HfN5O4S2Se (ωB97M-V with the def2-TZVPD basis set, OMol25).

```
54
C13H22F6HfN5O4S2Se ωB97M-V with the def2-TZVPD basis set
Hf -0.417 -0.036 0.108
F -5.331 -1.691 -0.269
C -4.885 -0.488 -0.054
F -5.446 0.410 -0.800
F -4.888 -0.170 1.213
S -3.033 -0.531 -0.546
O -2.370 0.806 -0.247
O -2.235 -1.441 0.321
N -3.029 -0.868 -2.045
S -1.645 -0.973 -2.825
O -1.540 -0.177 -3.977
O -0.511 -0.763 -1.798
C -1.486 -2.794 -3.225
F -2.449 -3.096 -4.046
F -0.302 -2.980 -3.748
F -1.603 -3.445 -2.075
C 3.755 4.110 -2.371
C 3.698 3.468 -0.996
N 2.299 3.219 -0.550
C 1.502 4.434 -0.236
C 0.471 4.768 -1.307
C 1.805 2.028 -0.440
C 2.602 0.806 -0.794
N 0.536 1.793 0.013
H 4.799 4.242 -2.650
H 3.289 5.094 -2.383
H 3.280 3.484 -3.128
H 4.140 4.116 -0.239
H 4.246 2.531 -0.973
H 2.219 5.244 -0.137
H 1.055 4.305 0.752
H 0.946 4.936 -2.271
H -0.047 5.683 -1.023
H -0.283 3.989 -1.437
H 3.012 0.865 -1.802
H 1.979 -0.102 -0.771
H 3.420 0.645 -0.092
H 0.027 2.646 0.239
C -1.273 -1.742 4.639
N -0.969 -2.837 3.712
C -1.373 -4.141 3.870
C -0.828 -4.856 2.855
N -0.095 -3.981 2.090
C 0.690 -4.358 0.914
C -0.201 -2.756 2.618
Se 0.762 -1.208 2.095
H -1.934 -2.125 5.410
H -1.770 -0.935 4.107
H -0.355 -1.382 5.097
H -1.996 -4.451 4.691
H -0.888 -5.905 2.623
H 0.764 -5.441 0.889
H 1.690 -3.938 0.989
H 0.197 -4.012 0.008
```

Output
DFT total energy	-4927.42238	hartree
charge	+3
LUMO	-10.24	eV
HOMO energy	-17.96	eV